C5H9NO | wB97M-V/def2-TZVPD

The geometry in ORCA input format:
```
! RIJCOSX wB97M-V def2-TZVPD def2/J DEFGRID3
* xyz 0 1
H -1.12507 -1.97104 1.47750
N -1.81812 -1.53938 0.91462
C -1.31987 -0.57736 0.20942
C -2.14527 -1.04760 -1.13732
O -0.06231 -0.14793 0.63272
C 0.63826 0.99118 0.17482
C 2.03423 0.73858 -0.29615
C 1.79324 1.41829 1.03185
H -2.61639 -0.19074 -1.56588
H -1.43170 -1.54134 -1.80313
H -2.94049 -1.81660 -0.95689
H 0.00958 1.73401 -0.30019
H 2.33784 -0.30400 -0.26263
H 2.42525 1.31007 -1.13222
H 1.94619 0.82652 1.92930
H 2.02257 2.47841 1.13596
*
```

Its SMILES is [H]/N=C(/C)OC1CC1. As for the relative energy (zero: lowest compared OMol25 entry of this formula, charge and spin): 439.4 kJ/mol. The energy comes out at -325.77021 hartree. The value obtained for the LUMO energy is 0.84 eV.

Löwdin atomic charge list, values in e, 8 entries:
1. H 0.040
2. N 0.085
3. C -0.316
4. C -0.031
5. O -0.026
6. C -0.315
7. C -0.095
8. C -0.088

=====

C38H63BN11O4PSn | wB97M-V/def2-TZVPD

The geometry in ORCA input format:
```
! RIJCOSX wB97M-V def2-TZVPD def2/J DEFGRID3
* xyz -2 1
Sn -0.33076 0.16801 -1.91022
N 1.20116 -2.04554 -2.33934
C 1.05370 -2.32567 -3.75961
C 1.09550 -1.02682 -4.56639
O 1.59891 -1.04555 -5.69628
N 0.58922 0.03239 -3.93263
C 0.73487 1.31961 -4.57852
C 0.84660 2.43598 -3.54368
O 1.28392 3.53185 -3.86100
O 0.40068 2.15256 -2.35125
H 1.04886 -2.83959 -1.73368
H 2.10375 -1.64489 -2.11125
H 1.81067 -2.99336 -4.18196
H 0.07374 -2.78608 -3.92279
H 1.60167 1.34699 -5.24029
H -0.14289 1.56134 -5.19174
C 4.13709 1.99839 -2.46240
C 3.53549 0.59200 -2.42975
C 4.41589 -0.39685 -3.19480
C 3.30532 0.16086 -1.01279
C 4.28828 -0.17163 -0.06717
C 3.59331 -0.41545 1.09823
C 4.15504 -0.91622 2.39978
C 5.56594 -0.38504 2.64023
C 4.13220 -2.44811 2.41974
N 2.27478 -0.23529 0.83968
N 2.09646 0.09909 -0.46472
B 1.14128 -0.24295 1.89937
N 0.29736 -1.54162 1.87077
N -0.07872 -2.14580 0.71879
C -0.75873 -3.22828 1.06769
C -0.83215 -3.33956 2.46600
C -0.14949 -2.23905 2.94323
C 0.03306 -1.83714 4.37960
C -1.32091 -1.58085 5.04387
C 0.83012 -2.89411 5.14632
C -1.31277 -4.20074 0.06227
C -0.28563 -5.29111 -0.25795
C -1.81013 -3.50862 -1.20070
N 0.30231 1.04731 1.84636
N -0.52966 1.32606 0.81516
C -1.05083 2.51737 1.04941
C -0.55272 3.03844 2.26051
C 0.31043 2.07376 2.73435
C 1.21039 2.13487 3.93683
C 2.64113 2.48684 3.51624
C 0.69404 3.13654 4.96584
C -2.01410 3.15963 0.09705
C -3.41721 3.25171 0.69694
C -1.50916 4.54003 -0.32184
H 4.27741 2.33115 -3.49277
H 5.10646 2.01096 -1.95407
H 3.47331 2.71128 -1.97336
H 2.56682 0.62823 -2.91942
H 5.43224 -0.40646 -2.78873
H 4.46682 -0.12040 -4.24898
H 4.02801 -1.41707 -3.13990
H 5.35459 -0.21427 -0.21634
H 3.51834 -0.57203 3.21381
H 6.25909 -0.75531 1.88117
H 5.93439 -0.71382 3.61506
H 5.58701 0.70521 2.61081
H 4.77112 -2.84698 1.62797
H 3.11913 -2.81963 2.25210
H 4.48922 -2.83252 3.37968
H 1.69242 -0.22704 2.95782
H -1.33561 -4.10090 3.04197
H 0.59691 -0.90688 4.40640
H -1.92607 -2.49062 5.05074
H -1.87696 -0.81462 4.50239
H -1.18931 -1.25042 6.07797
H 0.29493 -3.84682 5.15713
H 0.99282 -2.58341 6.18207
H 1.80160 -3.06320 4.67854
H -2.17033 -4.68639 0.54242
H 0.60120 -4.85611 -0.72559
H -0.70138 -6.03187 -0.94600
H 0.04264 -5.80188 0.64942
H -1.03526 -2.87917 -1.63467
H -2.13080 -4.23964 -1.94780
H -2.65126 -2.85557 -0.97925
H -0.78694 3.98729 2.71462
H 1.23009 1.14991 4.40945
H 2.66953 3.49898 3.10559
H 2.99941 1.80791 2.74186
H 3.32559 2.43892 4.36870
H 0.68757 4.14777 4.55309
H 1.33815 3.14174 5.84865
H -0.32300 2.89480 5.27821
H -2.07246 2.52295 -0.79031
H -3.41004 3.86230 1.60562
H -3.79451 2.26146 0.95381
H -4.10848 3.70109 -0.01901
H -1.46110 5.21165 0.54161
H -2.18005 4.97971 -1.06085
H -0.51187 4.46845 -0.75952
N -2.10940 3.42298 -3.44137
C -2.87123 2.30282 -3.62421
O -2.56079 1.24305 -3.04392
C -4.02641 2.44240 -4.46997
C -4.34131 3.68943 -5.04414
N -4.57635 4.71745 -5.52661
C -4.85083 1.34397 -4.78265
N -5.54161 0.46573 -5.08598
H -1.23029 3.30264 -2.96057
H -2.20979 4.20511 -4.06438
C -6.73486 -0.83909 -0.75128
P -5.13044 -0.06673 -1.25786
C -4.12204 -0.60070 0.19379
C -4.59873 -1.34292 -2.46150
H -6.62255 -1.90064 -0.50772
H -7.45284 -0.73659 -1.56698
H -7.13746 -0.31811 0.12014
H -4.25086 -1.66488 0.41664
H -4.40650 -0.02391 1.07633
H -3.06320 -0.40839 -0.00055
H -4.66351 -2.34814 -2.03484
H -3.57346 -1.12844 -2.76523
H -5.22425 -1.27143 -3.35071
*
```

As for the relative energy (zero: lowest compared OMol25 entry of this formula, charge and spin): 32.9 kJ/mol. The energy comes out at -2969.91116 hartree. The value obtained for the LUMO energy is 3.72 eV.

Löwdin atomic charge list, values in e, 8 entries:
1. Sn 1.342
2. N -0.044
3. C -0.190
4. C -0.578
5. O -0.019
6. N -0.136
7. C -0.147
8. C -0.672

=====

C3H12NO4 | wB97M-V/def2-TZVPD

The geometry in ORCA input format:
```
! RIJCOSX wB97M-V def2-TZVPD def2/J DEFGRID3
* xyz -1 1
N -1.01204 0.15524 -2.63383
C -0.92357 0.08037 -1.13310
C -1.61490 -1.13029 -0.55289
O -1.64352 -1.05286 0.85509
C 0.56507 0.10217 -0.79103
O 0.75060 0.01311 0.57723
H -1.97555 0.17330 -2.94092
H -0.56526 1.01072 -2.92343
H -1.30858 1.05080 -0.81985
H -1.08229 -1.99701 -0.96670
H -2.65649 -1.18533 -0.90287
H -0.73067 -0.70588 1.04258
H 1.01202 1.04751 -1.15830
H 1.05533 -0.69113 -1.38036
H 0.24198 1.41510 1.37161
H 0.18504 2.25899 2.73962
O 0.17930 2.32044 1.78551
H 2.27450 -0.53327 0.86749
H 3.83519 -0.26623 0.94077
O 3.13775 -0.81480 1.30429
*
```

As for the relative energy (zero: lowest compared OMol25 entry of this formula, charge and spin): 13.9 kJ/mol. The energy comes out at -477.25434 hartree. The value obtained for the LUMO energy is 3.96 eV.

Löwdin atomic charge list, values in e, 8 entries:
1. N 0.011
2. C -0.386
3. C -0.261
4. O -0.098
5. C -0.357
6. O -0.331
7. H 0.044
8. H 0.047